Entry 1:
C16H36F12N2O20S4Tl | the ωB97M-V functional and the def2-TZVPD basis

Element x y z (Å)
Tl: -1.736404 -3.417857 2.933529
C: 0.945954 3.663798 0.748159
F: 0.246999 4.788451 0.533578
F: 2.152511 3.876831 0.058480
F: 1.083761 3.291006 1.974933
S: 0.052639 2.126012 -0.039340
O: 0.063890 2.363446 -1.476987
O: 0.897544 1.022446 0.354020
N: -1.440722 1.853614 0.848628
S: -2.497271 2.834172 0.023827
O: -1.965358 3.931592 -0.809729
O: -3.562608 2.129918 -0.704102
C: -3.303213 3.731748 1.445369
F: -2.304147 4.208671 2.192612
F: -4.078595 4.740960 1.081682
F: -4.119861 2.824658 2.153090
C: -8.966856 -1.760392 1.027261
F: -8.802365 -0.642584 1.642282
F: -10.248841 -2.192822 1.234560
F: -8.678690 -1.559293 -0.236671
S: -7.713384 -3.038925 1.651803
O: -8.330422 -4.348279 1.471286
O: -6.456295 -2.893078 0.895578
N: -7.269440 -2.644952 3.277697
S: -8.413575 -3.151258 4.164339
O: -9.792520 -2.951139 3.721008
O: -8.094383 -4.509870 4.506374
C: -8.228883 -2.004349 5.765240
F: -7.017234 -1.776962 6.085233
F: -8.707937 -0.839250 5.457417
F: -8.870703 -2.595537 6.763283
C: 2.223387 -8.209046 4.113983
C: 3.401058 -7.274253 3.774002
O: 2.895393 -6.093852 3.063026
O: 1.369180 -7.564518 4.940669
H: 2.572703 -9.080890 4.667134
H: 1.684574 -8.605381 3.253351
H: 4.081693 -7.809078 3.111586
H: 4.015047 -6.982138 4.625943
H: 3.693356 -5.704720 2.697733
H: 1.298384 -8.161325 5.689267
C: -0.420247 0.606670 7.832420
C: 0.961358 0.088172 7.482127
O: 1.002648 -1.039634 6.602536
O: -1.419887 0.322338 6.839419
H: -0.413248 1.685651 7.986826
H: -0.721844 -0.032085 8.662563
H: 1.296279 -0.325717 8.433250
H: 1.725486 0.718150 7.026789
H: 1.104490 -1.769121 7.218233
H: -2.026384 1.066466 6.845681
C: -2.364356 1.437547 -6.688265
C: -2.650481 2.926004 -6.604609
O: -2.932134 3.424746 -7.920005
O: -1.126336 1.181141 -7.305750
H: -3.232265 0.995990 -7.178027
H: -2.379456 1.098156 -5.652567
H: -1.764834 3.343225 -6.125379
H: -3.540761 3.070314 -5.992513
H: -3.243320 4.332048 -7.880498
H: -0.489114 1.506354 -6.665607
C: 11.092754 1.527562 0.347754
C: 9.767601 2.305405 0.776887
O: 10.208731 3.671255 1.064881
O: 12.328664 1.678803 1.069867
H: 11.455286 1.871552 -0.620925
H: 11.028292 0.441391 0.283185
H: 9.111259 1.848051 1.517260
H: 9.137164 2.244364 -0.110196
H: 11.111783 3.550778 1.367518
H: 13.036822 1.129608 0.725642
C: 2.134514 8.408920 -6.278902
C: 2.783765 8.919103 -7.576627
O: 4.067899 9.499291 -7.502254
O: 2.106801 9.365251 -5.205996
H: 2.719934 7.594835 -5.851516
H: 1.118643 8.041402 -6.423890
H: 2.143648 9.519650 -8.222932
H: 2.840408 8.104184 -8.298290
H: 4.033820 10.093386 -6.748930
H: 1.568838 9.070412 -4.467581
C: 0.310441 -5.604418 -4.587772
C: 0.869451 -7.055536 -4.772199
O: 0.040477 -8.094509 -4.258183
O: 0.666733 -5.105319 -3.347603
H: -0.736695 -5.703305 -4.873858
H: 0.935693 -5.004663 -5.249171
H: 1.917861 -7.210337 -4.517312
H: 0.884237 -7.302583 -5.833725
H: 0.245347 -8.949859 -4.642920
H: 1.625870 -5.066668 -3.359969

Cartesian forces (eV/Å) of the 3 atoms listed first:
Tl 0.1 0.0 0.0
C 0.3 0.9 -3.1
F 0.5 -1.1 1.1

E = -141722.5478 eV
net charge = +1
highest occupied orbital energy = -0.416 hartree
F_max = 4.9 eV/Å
E_LUMO = -10.2745 eV
multiplicity = 1

Here are the Löwdin charges for atoms 1 to 8, given in e: 0.97 -0.58 0.14 0.11 0.19 0.69 -0.26 -0.29

***

Entry 2:
C56H46MgN5P2Te | the ωB97M-V functional and the def2-TZVPD basis

Element x y z (Å)
Mg: -0.052188 0.265610 0.748718
C: -1.462793 -0.338514 4.856218
C: -1.748653 0.925801 5.365369
C: -1.431735 2.026957 4.608899
C: -0.842372 1.882952 3.343580
N: -0.588858 0.651061 2.839717
C: -0.896151 -0.412553 3.609732
N: -0.575704 3.082450 2.709029
C: -0.159137 3.209679 1.500154
N: 0.158361 2.230769 0.583705
C: 0.513184 2.835013 -0.592193
N: 0.912894 2.279711 -1.687911
C: 1.437744 1.008415 -1.773296
C: 1.926754 0.654029 -3.042415
C: 2.735295 -0.443857 -3.186459
C: 3.066947 -1.188717 -2.053242
C: 2.463535 -0.857260 -0.869045
N: 1.595768 0.165098 -0.713499
C: 0.337251 4.296953 -0.463543
C: 0.506481 5.326433 -1.366035
C: 0.287045 6.619532 -0.900215
C: -0.075633 6.857199 0.424949
C: -0.240890 5.809964 1.326520
C: -0.029644 4.532894 0.851379
H: -1.680742 -1.243381 5.404460
H: -2.202418 1.039529 6.341109
H: -1.606985 3.035260 4.952742
H: -0.650453 -1.384566 3.198583
H: 1.705001 1.320147 -3.862668
H: 3.141260 -0.702617 -4.155261
H: 3.752216 -2.021882 -2.100953
H: 2.653011 -1.456379 0.010030
H: 0.789240 5.128629 -2.390519
H: 0.405080 7.455879 -1.575828
H: -0.231438 7.875167 0.755820
H: -0.529851 5.979957 2.354591
C: -0.834797 -4.019937 -0.143351
C: -1.914127 -3.406912 0.737188
P: -2.068280 -1.566320 0.619688
C: -3.434925 -1.243180 1.793050
C: -3.831390 0.078827 1.997869
C: -4.817728 0.391577 2.916191
C: -5.421535 -0.615318 3.657549
C: -5.037231 -1.932076 3.464065
C: -4.050307 -2.247479 2.538380
C: -2.800663 -1.419606 -1.044592
C: -1.948022 -1.177240 -2.120523
C: -2.447647 -1.123152 -3.413989
C: -3.805918 -1.300477 -3.635011
C: -4.661744 -1.532500 -2.566589
C: -4.162853 -1.594719 -1.274701
P: 0.911240 -3.554544 0.279841
C: 1.880675 -5.093565 0.034040
C: 1.384561 -6.393041 0.086090
C: 2.238706 -7.479094 -0.039890
C: 3.599855 -7.282246 -0.221081
C: 4.105445 -5.992120 -0.281060
C: 3.248584 -4.909074 -0.163210
C: 0.947471 -3.471445 2.121565
C: 1.681463 -2.435364 2.692470
C: 1.863275 -2.350168 4.068725
C: 1.290688 -3.301344 4.895627
C: 0.550752 -4.342724 4.342559
C: 0.393739 -4.433604 2.969820
H: -0.984591 -3.694178 -1.177432
H: -0.948291 -5.104232 -0.154807
H: -1.754592 -3.678202 1.778139
H: -2.892549 -3.784746 0.429715
H: -3.350029 0.866817 1.431054
H: -5.109853 1.423402 3.065272
H: -6.191580 -0.374228 4.377635
H: -5.505358 -2.723494 4.033850
H: -3.778073 -3.284274 2.417556
H: -0.882940 -1.028991 -1.954319
H: -1.778949 -0.932694 -4.242524
H: -4.200991 -1.244808 -4.640310
H: -5.723696 -1.647661 -2.737553
H: -4.837947 -1.757356 -0.442527
H: 0.329675 -6.587369 0.233753
H: 1.836402 -8.482492 -0.000196
H: 4.262249 -8.131172 -0.319965
H: 5.164542 -5.828937 -0.427811
H: 3.647700 -3.902378 -0.223232
H: 2.148712 -1.686916 2.055714
H: 2.447140 -1.541312 4.487922
H: 1.425996 -3.241857 5.967259
H: 0.114602 -5.096476 4.984852
H: -0.147643 -5.276074 2.553318
Te: -2.685078 2.136169 -1.085222
C: -4.671937 1.839309 -1.739655
C: -4.941440 1.848476 -3.103086
C: -6.235506 1.627131 -3.556130
C: -7.260455 1.400471 -2.649833
C: -6.992440 1.398290 -1.287381
C: -5.699643 1.611385 -0.832069
C: -3.043344 3.943514 -0.054114
C: -3.303980 3.944610 1.311135
C: -3.515095 5.144534 1.977037
C: -3.458117 6.343310 1.282151
C: -3.182344 6.344602 -0.078445
C: -2.967356 5.148114 -0.746821
H: -4.143410 2.029889 -3.811757
H: -6.442905 1.641700 -4.617878
H: -8.269169 1.234729 -3.003377
H: -7.790719 1.228626 -0.576656
H: -5.498766 1.603960 0.231035
H: -3.329776 3.015249 1.867214
H: -3.718651 5.141173 3.039937
H: -3.617929 7.278213 1.802442
H: -3.128668 7.278905 -0.621448
H: -2.744415 5.151652 -1.806185

Cartesian forces (eV/Å) of the 3 atoms listed first:
Mg 0.2 0.0 0.4
C -0.1 0.0 0.0
C 0.0 0.0 0.0

E = -97583.7820 eV
net charge = +1
highest occupied orbital energy = -0.366 hartree
F_max = 0.4 eV/Å
E_LUMO = -2.9633 eV
multiplicity = 1

Here are the Löwdin charges for atoms 1 to 8, given in e: 0.61 -0.05 -0.04 0.00 -0.30 0.06 -0.17 0.18

***

Entry 3:
C14H12BrNO4 | the ωB97M-V functional and the def2-TZVPD basis

Element x y z (Å)
O: 0.923420 -0.768873 1.756852
C: 0.282061 0.058710 1.138551
O: -0.673481 -0.195074 0.146177
C: -0.875170 -1.395839 -0.209736
C: -1.633734 -2.048302 0.913017
C: -0.909712 -3.348815 1.257395
C: -1.392067 -4.047451 2.338882
C: -2.722223 -3.604096 2.811207
C: -3.186430 -2.344751 2.475837
C: -2.579527 -1.659640 1.592190
H: -2.837879 -0.799926 1.122268
H: -3.995961 -1.954178 2.933509
Br: -3.593349 -4.483501 4.380751
H: -1.125163 -5.219826 2.470069
H: -0.213029 -3.798331 0.629707
H: -1.346962 -1.280445 -1.075721
H: 0.131392 -1.746066 -0.389676
C: 0.682402 1.694684 1.327501
N: 0.850593 2.167132 -0.014941
C: 1.729631 1.608010 -0.936798
O: 1.847622 0.520103 -0.931289
C: 2.138181 2.447946 -2.173159
C: 2.648687 2.034671 -3.330486
C: 2.810267 3.266288 -4.049411
C: 1.837084 4.191030 -3.563569
O: 1.539404 3.709289 -2.127908
H: 1.767337 5.424856 -3.403463
H: 3.042659 3.266937 -5.140540
H: 3.082878 1.211130 -3.485007
H: 0.778549 3.275913 0.006770
H: 1.395632 1.665969 1.911160
H: -0.403112 2.152447 1.619860

Cartesian forces (eV/Å) of the 3 atoms listed first:
O -1.7 0.8 -1.2
C 1.5 1.0 0.3
O 2.7 10.1 4.1

E = -94425.7745 eV
highest occupied orbital energy = -0.320 hartree
F_max = 15.7 eV/Å
E_LUMO = 0.2294 eV
energy relative to the best compared isomer or geometry (same formula, charge and spin) = 225.1 kcal/mol
multiplicity = 1
structure (SMILES) = O=C(CNC(=O)c1ccco1)OCc1ccc(Br)cc1

Here are the Löwdin charges for atoms 1 to 8, given in e: 0.12 -0.32 -0.01 -0.23 -0.16 0.01 -0.09 -0.54

***

Entry 4:
C5H11NO | the ωB97M-V functional and the def2-TZVPD basis

Element x y z (Å)
C: 1.020968 1.747639 -0.768400
O: 0.713323 0.825304 -1.815214
C: 0.476527 1.275180 0.565822
C: 1.067380 -0.083042 0.980213
C: 0.102092 -1.266931 0.771140
C: -1.245895 -1.112957 0.720811
N: -2.124762 -1.537000 -0.225027
H: 0.675849 2.722101 -1.118870
H: 2.102209 1.951871 -0.686955
H: 0.417420 0.008808 -1.382028
H: 0.815354 2.021733 1.285210
H: -0.594268 1.180668 0.392797
H: 1.293365 -0.089766 2.053244
H: 1.974160 -0.265936 0.409879
H: 0.630218 -2.213340 0.730904
H: -1.778038 -0.597290 1.528825
H: -1.833563 -2.181974 -0.941653
H: -3.084826 -1.584121 0.082363

Cartesian forces (eV/Å) of the 3 atoms listed first:
C 0.6 0.2 -0.6
O 0.1 -0.2 0.3
C 0.7 0.3 -0.6

E = -8898.6108 eV
highest occupied orbital energy = -0.271 hartree
F_max = 2.0 eV/Å
E_LUMO = 0.8863 eV
energy relative to the best compared isomer or geometry (same formula, charge and spin) = 71.2 kcal/mol
multiplicity = 1
structure (SMILES) = N/C=C/CCCO

Here are the Löwdin charges for atoms 1 to 8, given in e: -0.28 -0.07 -0.20 -0.21 -0.14 -0.27 0.08 0.11